C5H14O | ωB97M-V/def2-TZVPD

Geometry as XYZ:
```
20
Properties=species:S:1:pos:R:3
C -1.28805 0.84507 -0.63405
C -2.66484 0.16994 -0.50437
C -0.95810 1.32115 -2.06481
H -1.30289 1.62299 0.13446
H -0.57459 0.11034 -0.26090
H -2.74716 -0.49739 0.34050
H -3.04684 -0.24699 -1.44341
H -0.12128 0.68399 -2.35599
H -1.71314 0.95376 -2.76290
H -3.46067 0.93139 -0.43742
H -0.79832 2.38133 -2.16097
C 1.47173 -1.26786 0.97848
C 2.33223 -0.41213 0.09823
O 1.18551 -0.72504 2.28399
H 0.48588 -1.49483 0.56314
H 1.91381 -2.19201 1.26124
H 2.72035 -0.87671 -0.80824
H 0.74648 0.12930 2.17188
H 3.18999 -0.11611 0.71234
H 1.87097 0.51253 -0.25647
```

Values from the calculation:
SMILES string ... CCC.CCO
E_tot ... -274.09960 hartree
Relative energy (zero: lowest compared OMol25 entry of this formula, charge and spin) ... 1.155 eV
Total charge ... 0
Multiplicity ... 1
LUMO energy ... 0.982 eV
Orbital gap ... 0.4163 Ha


C6H12N | ωB97M-V/def2-TZVPD

Geometry as XYZ:
```
19
Properties=species:S:1:pos:R:3
C 0.77418 -1.66206 0.75865
C 0.39011 0.69482 0.15908
C -0.65214 1.09593 -0.93780
C 0.43701 -2.83622 1.65870
C 0.75053 0.69170 -1.28998
C -1.28866 2.43397 -1.01642
N 0.14535 -0.51618 0.78609
H 1.36845 -1.78064 -0.20819
H 0.64253 1.50681 0.81920
H 0.06881 -2.48797 2.71180
H 1.05820 -3.73800 1.66061
H -0.43754 -3.11055 1.11268
H -1.36926 0.25111 -1.16499
H 0.86016 -0.21179 -1.88084
H 1.48812 1.44223 -1.56276
H -0.64548 3.29437 -0.64540
H -2.17928 2.44717 -0.24496
H -1.69477 2.56569 -2.15328
H -0.32849 -0.31600 1.72108
```

Values from the calculation:
SMILES string ... C/C=[NH+]/[C@H]1C[C@@H]1C
E_tot ... -290.24102 hartree
Relative energy (zero: lowest compared OMol25 entry of this formula, charge and spin) ... 2.201 eV
Total charge ... +1
Multiplicity ... 1
LUMO energy ... -4.657 eV
Orbital gap ... 0.3440 Ha


C21H24N2O3 | ωB97M-V/def2-TZVPD

Geometry as XYZ:
```
50
Properties=species:S:1:pos:R:3
C -2.64907 5.53485 0.29142
C -2.55093 4.03939 0.35099
C -3.24301 3.32652 1.32041
C -3.12278 1.94931 1.37449
C -2.32507 1.27169 0.47545
C -1.62891 1.96491 -0.52006
C -1.75719 3.35614 -0.55675
H -1.24265 3.92494 -1.31584
N -0.80104 1.29925 -1.40880
C 0.22221 2.02957 -2.12327
H 0.67269 2.73324 -1.41908
C 1.30246 1.04811 -2.61319
N 1.29327 -0.14146 -1.79503
C 2.17730 -0.24226 -0.76942
O 3.02816 0.60311 -0.56415
C 2.10527 -1.49219 0.04838
C 2.01740 -1.38998 1.42799
C 2.03037 -2.52888 2.22144
C 2.12773 -3.78921 1.62181
C 2.25477 -3.88313 0.24083
C 2.24678 -2.74629 -0.54107
H 2.35918 -2.82923 -1.61121
H 2.35641 -4.86398 -0.19546
O 2.10534 -4.94918 2.35191
C 1.67446 -4.76800 3.68263
C 2.34137 -3.53483 4.29014
H 3.43247 -3.65626 4.24650
O 1.95724 -2.37800 3.58183
H 2.02983 -3.38369 5.32453
H 0.58366 -4.63734 3.70791
H 1.94736 -5.67559 4.22303
H 1.94428 -0.42508 1.90335
C 0.08678 -0.91853 -1.93507
H 0.13056 -1.49616 -2.86704
H 0.01839 -1.61564 -1.09976
C -1.15647 0.01324 -1.95977
H -1.92702 -0.42418 -1.32282
C -1.76355 0.13658 -3.36591
H -2.60063 0.83102 -3.33816
H -1.03975 0.49603 -4.09132
H -2.13058 -0.83264 -3.69465
H 1.12991 0.74855 -3.65112
H 2.28987 1.50416 -2.53385
H -0.17688 2.59768 -2.97806
H -2.22695 0.20046 0.56719
H -3.65076 1.39374 2.13636
H -3.86855 3.84678 2.03043
H -1.91885 5.98172 0.96701
H -3.63760 5.87008 0.59761
H -2.44728 5.90062 -0.71277
```

Values from the calculation:
SMILES string ... Cc1cccc(N2CCN(C(=O)c3ccc4c(c3)OCCO4)C[C@@H]2C)c1
E_tot ... -1149.85699 hartree
Relative energy (zero: lowest compared OMol25 entry of this formula, charge and spin) ... 1.928 eV
Total charge ... 0
Multiplicity ... 1
LUMO energy ... 0.711 eV
Orbital gap ... 0.3057 Ha


C11H10BrNRe | ωB97M-V/def2-TZVPD

Geometry as XYZ:
```
24
Properties=species:S:1:pos:R:3
C 1.63102 -0.10272 -1.74460
C 2.00399 -1.16846 -0.85900
C 0.92967 -2.14440 -0.88427
H 2.93649 -1.25875 -0.31449
C -0.12794 -1.60751 -1.69550
C 0.31702 -0.37691 -2.24853
H -0.26173 0.26310 -2.90680
H 2.24511 0.75322 -1.99169
H 0.96696 -3.13748 -0.44859
H -1.11550 -2.05381 -1.84137
Re 0.26233 -0.28567 -0.10761
Br -0.04466 1.99541 0.71185
C -1.17746 5.38663 -0.59342
C -1.47717 5.12115 -1.96401
C -0.25292 5.16173 -2.69890
H -2.46631 4.94121 -2.37843
C 0.80199 5.46095 -1.78333
C 0.23071 5.59354 -0.48142
H 0.76839 5.84356 0.42986
H -1.89934 5.45272 0.21692
H -0.14632 5.01315 -3.77108
H 1.85190 5.58997 -2.03709
N -0.99841 -1.84894 2.60118
C -0.52213 -1.37489 1.64761
```

Values from the calculation:
E_tot ... -3132.05904 hartree
Relative energy (zero: lowest compared OMol25 entry of this formula, charge and spin) ... 0.000 eV
Total charge ... 0
Multiplicity ... 4
LUMO energy (alpha / beta) ... -0.782 / -2.059 eV
Orbital gap (alpha / beta) ... 0.2713 / 0.2209 Ha


C31H41FN3O5RuS | ωB97M-V/def2-TZVPD

Geometry as XYZ:
```
83
Properties=species:S:1:pos:R:3
Ru -0.24035 0.11929 -1.23678
O -0.96056 -1.75782 -4.89442
C -1.15234 -1.40869 -3.76068
O -0.28831 -0.71967 -3.05017
C -2.44488 -1.82077 -3.01878
C -2.08220 -2.38385 -1.63400
C -3.27997 -3.04669 -0.96600
C -4.16057 -1.82589 -0.60165
C -3.30298 -0.65744 -1.11463
O -1.95783 -1.15404 -0.85587
C -3.35665 -0.68487 -2.61254
C -2.54831 1.20122 -3.31874
O -2.95565 1.20529 -4.40959
O -1.96864 1.60776 -2.36505
H -2.95532 -2.53675 -3.66068
H -1.14424 -2.92785 -1.59603
H -3.77123 -3.75271 -1.63271
H -2.96270 -3.57791 -0.07055
H -5.14299 -1.84226 -1.06996
H -4.29113 -1.74213 0.47591
H -3.43565 0.30377 -0.62792
H -4.31664 -0.58322 -3.10282
C 1.21061 -2.61494 -0.14088
C 1.28419 -2.05951 1.28118
C 2.43087 -1.06019 1.40882
C -0.07208 -1.61746 1.83279
C -0.69377 -2.53083 2.68473
C -1.90423 -2.25696 3.29070
C -2.52112 -1.03995 3.06030
C -1.96020 -0.09555 2.21069
C -2.68122 1.23033 2.00474
C -2.39877 2.20817 3.15403
C -4.20162 1.07824 1.88727
C -0.73333 -0.40056 1.58526
N -0.20018 0.56812 0.66302
C 0.26954 1.76285 1.24545
C 0.95768 1.77091 2.46206
C 1.42904 2.95068 3.01241
C 1.20804 4.16124 2.36810
C 0.49579 4.18565 1.17835
C 0.03904 2.99881 0.64722
F -0.70230 3.03937 -0.47576
H 2.15458 -3.09469 -0.40719
H 1.04600 -1.82877 -0.89254
H 0.41903 -3.35833 -0.23592
H 1.55952 -2.91029 1.90963
H 2.26977 -0.17295 0.79875
H 3.35799 -1.53813 1.08470
H 2.57418 -0.74591 2.44140
H -0.19816 -3.47264 2.88951
H -2.35629 -2.98103 3.95569
H -3.45908 -0.82067 3.55335
H -2.31870 1.67292 1.07248
H -2.77225 1.79200 4.09245
H -2.91681 3.15213 2.97711
H -1.33981 2.41952 3.27894
H -4.65090 0.81657 2.84599
H -4.50190 0.31689 1.16736
H -4.64003 2.02861 1.58065
H 1.09805 0.83649 2.98466
H 1.95858 2.92497 3.95531
H 1.56837 5.08560 2.79813
H 0.27301 5.10914 0.66126
C 2.70109 -0.88356 -3.40750
N 3.40098 -0.36297 -2.23469
C 4.46812 -1.23304 -1.74934
C 3.08469 0.78754 -1.63846
S 1.52007 1.54370 -1.78693
N 4.02413 1.45733 -0.96050
C 3.69672 2.49084 0.02275
C 5.42776 1.45970 -1.37549
H 3.44790 -1.13761 -4.16106
H 2.01438 -0.14619 -3.80426
H 2.13833 -1.78013 -3.15112
H 4.08730 -2.25417 -1.75242
H 4.74209 -0.96463 -0.73385
H 5.34990 -1.19759 -2.39010
H 2.74715 2.28016 0.50330
H 3.65067 3.47443 -0.44783
H 4.48332 2.49287 0.77680
H 5.52949 1.03336 -2.36854
H 6.06439 0.91847 -0.67507
H 5.75954 2.49687 -1.41424
```

Values from the calculation:
E_tot ... -2339.03366 hartree
Relative energy (zero: lowest compared OMol25 entry of this formula, charge and spin) ... 0.128 eV
Total charge ... +1
Multiplicity ... 5
LUMO energy (alpha / beta) ... -2.814 / -4.175 eV
Orbital gap (alpha / beta) ... 0.2887 / 0.2533 Ha


C9H20ClIO3SSi2 | ωB97M-V/def2-TZVPD

Geometry as XYZ:
```
37
Properties=species:S:1:pos:R:3
C -2.91051 -2.55447 2.35115
C -2.73054 -2.69435 0.83191
C -1.30903 -3.07481 0.39477
I -1.24287 -3.18581 -1.75691
Si 0.04002 -1.93346 1.06495
S 1.84977 -3.06926 0.86019
O 0.02253 -0.49492 0.19356
Si 0.19923 0.91402 1.06079
Cl -1.55416 1.23503 2.18888
C 1.63145 0.92456 2.26050
C 3.00675 0.56300 1.61962
C 0.31610 2.38271 -0.12887
C 0.38005 1.84330 -1.55356
O 0.90191 2.84723 -2.46782
C 0.91285 2.27701 -3.72594
C -0.24324 2.69968 -4.59829
O 1.71594 1.53298 -4.05037
H -2.43866 -1.66723 2.76231
H -2.53419 -3.46340 2.82309
H -3.96949 -2.47432 2.59059
H -3.07457 -1.78901 0.33149
H -3.38780 -3.50629 0.51614
H -1.05396 -4.07272 0.75537
H -0.19448 -1.61395 2.48294
H 2.86967 -2.19423 0.81479
H 1.41575 0.22901 3.07513
H 1.73442 1.91261 2.70849
H 2.89053 -0.02704 0.71237
H 3.56790 1.46555 1.38455
H 3.60076 0.03512 2.36120
H 1.21457 2.97942 0.04705
H -0.53489 3.04328 0.02843
H 1.07691 1.00677 -1.59447
H -0.60822 1.52702 -1.89432
H -0.54160 3.72252 -4.38215
H 0.08364 2.62119 -5.63009
H -1.10252 2.05325 -4.43748
```

Values from the calculation:
E_tot ... -2315.89764 hartree
Total charge ... 0
Multiplicity ... 1
LUMO energy ... 0.350 eV
Orbital gap ... 0.3586 Ha


Question: What is the total charge in the second record?
Answer: +1


Question: The highest multiplicity belongs to which entry?
Answer: C31H41FN3O5RuS